## i
This record from the OMol25 dataset describes a structure of composition C16H28N7O3S2W. The level of theory is wB97M-V/def2-TZVPD.

Computed properties:
**Spin multiplicity**: 1
**Charge**: +3
**Highest occupied orbital energy (spin up / spin down)**: -16.48 / -16.48 eV

Geometry (Å):
W 0.33787 -0.04579 0.53395
C -4.75944 2.45714 0.13787
S -4.21397 1.56926 1.61261
C -2.70215 0.81953 1.05553
S -1.20291 1.75474 1.21659
N -2.66265 -0.40404 0.71721
N -1.50519 -1.03987 0.53071
C -0.89907 -1.44388 1.70376
C 0.10247 -2.52340 1.55655
C 0.12431 -3.78434 2.12674
C 1.18337 -4.62645 1.80464
C 2.17021 -4.17886 0.93310
C 2.09678 -2.89022 0.42677
N 1.08822 -2.07004 0.74509
H -5.55761 3.12016 0.46174
H -5.15227 1.74653 -0.58515
H -3.93599 3.03068 -0.26966
H -1.52102 -1.41810 2.60928
H -0.66869 -4.10498 2.78144
H 1.22841 -5.62123 2.21914
H 2.99006 -4.82097 0.65511
H 2.85105 -2.50013 -0.24876
C 0.17157 -2.67876 -3.39603
N -0.05544 -1.25972 -3.60551
C -0.44704 -0.91646 -4.95492
C 0.06440 -0.41612 -2.61297
O 0.43331 -0.79187 -1.45408
C -0.21484 1.08171 -2.77635
O 0.04155 1.71436 -1.52405
C 1.04397 2.72497 -1.47768
C 2.13277 2.28919 -0.50155
O 1.98173 1.16028 0.08124
N 3.16785 3.05718 -0.25285
C 3.37530 4.39124 -0.76969
C 4.18359 2.61692 0.68285
H 0.82917 -3.06238 -4.17300
H -0.77433 -3.21720 -3.45949
H 0.61667 -2.85414 -2.41928
H 0.32016 -1.26401 -5.64913
H -0.58971 0.15018 -5.09096
H -1.37555 -1.42871 -5.21024
H -1.27392 1.25455 -3.01483
H 0.41413 1.50037 -3.56949
H 0.56397 3.64777 -1.12202
H 1.47309 2.90796 -2.46872
H 2.72165 4.63380 -1.59796
H 4.40856 4.48919 -1.09874
H 3.21889 5.11915 0.02868
H 4.11945 1.54043 0.82461
H 4.06749 3.13251 1.63627
H 5.16789 2.86463 0.29075
N 2.14979 -0.63534 2.81403
N 1.25739 0.48151 2.60218
H 2.39898 -0.74798 3.79668
H 3.01873 -0.48710 2.30008
H 1.74088 1.39271 2.72239
H 0.55890 0.46012 3.36162

Here are the Mulliken charges for atoms 1 to 8, given in e: 1.342, -0.763, 0.067, 0.347, -0.216, -0.847, 0.367, -0.177

## ii
This record from the OMol25 dataset describes a structure of composition C16H28N7O3S2W. The level of theory is wB97M-V/def2-TZVPD.

Computed properties:
**Spin multiplicity**: 1
**Charge**: +3
**Highest occupied orbital energy**: -16.65 eV

Geometry (Å):
W 0.91085 0.10213 0.31088
C 0.81911 -5.56256 1.83912
S 0.80426 -4.06062 2.83774
C 1.07816 -2.84006 1.66958
S 1.28423 -1.21457 2.33654
N 1.16388 -3.07960 0.39701
N 1.40099 -1.92300 -0.32299
C 2.02662 -2.11508 -1.43520
C 2.29033 -0.96624 -2.27329
C 2.98271 -1.06232 -3.46924
C 3.20059 0.09373 -4.20595
C 2.71984 1.29656 -3.71205
C 2.03760 1.31563 -2.50416
N 1.81652 0.20565 -1.78907
H 0.64092 -6.37026 2.54599
H 1.78979 -5.69136 1.36853
H 0.03038 -5.53232 1.09320
H 2.38876 -3.11550 -1.64994
H 3.34220 -2.02405 -3.81020
H 3.73777 0.05143 -5.14415
H 2.86529 2.22403 -4.24856
H 1.64256 2.23856 -2.10343
C -3.10826 -0.50728 3.70922
N -1.99721 0.34474 3.25840
C -1.55652 1.34147 4.24804
C -1.40531 0.20767 2.11324
O -0.42458 0.94537 1.74783
C -1.83924 -0.85493 1.11586
O -1.09352 -0.61313 -0.10169
C -1.79158 0.08572 -1.15235
C -1.24017 1.49750 -1.22720
O -0.11395 1.69829 -0.66165
N -1.87376 2.43955 -1.86443
C -3.12126 2.23536 -2.62042
C -1.34848 3.81307 -1.94090
H -3.95402 0.12706 3.96724
H -2.78462 -1.05441 4.59301
H -3.41196 -1.21469 2.94468
H -2.40606 1.97536 4.49425
H -0.75131 1.93839 3.83884
H -1.22483 0.81474 5.14120
H -2.90541 -0.82739 0.89918
H -1.56540 -1.85063 1.46498
H -2.85927 0.06072 -0.95054
H -1.59561 -0.44749 -2.08422
H -3.55570 1.25925 -2.43499
H -2.90582 2.33601 -3.68301
H -3.83127 3.00397 -2.32311
H -0.42387 3.89052 -1.38284
H -2.09372 4.48462 -1.51861
H -1.18934 4.06840 -2.98724
N 2.27478 1.58395 1.03836
N 3.04447 0.43931 0.65047
H 2.54417 2.42681 0.53369
H 2.32948 1.74706 2.04338
H 3.46176 -0.03467 1.45321
H 3.74401 0.66953 -0.05225

Here are the Mulliken charges for atoms 1 to 8, given in e: 2.643, -0.830, 0.139, 0.410, -0.477, -1.446, 0.593, -0.220

Which of them is most stable? Easy: ii.

## i
This record from the OMol25 dataset describes a cluster of 2 separate species, CH6N2OS in total. The level of theory is wB97M-V/def2-TZVPD.

Computed properties:
**SMILES**: C=[N+]([O-])S.N
**Spin multiplicity**: 1
**Charge**: 0
**Highest occupied orbital energy (spin up / spin down)**: -7.44 / -8.61 eV

Geometry (Å):
C 0.37859 2.56971 -0.68205
N 0.08077 1.03726 0.01912
O 0.79719 0.56048 0.85658
S -1.42053 0.33767 -0.53952
H 0.78290 3.19667 -0.00729
H -0.42002 2.65758 -1.30233
H -0.87702 -1.00190 -0.12523
N -0.05919 -2.20427 0.29974
H 0.68536 -1.58936 0.35586
H -0.26609 -2.47497 1.32764
H 0.31802 -3.08887 -0.20251

Here are the Mulliken charges for atoms 1 to 8, given in e: -0.526, 0.366, -0.579, -0.255, 0.297, 0.236, 0.390, -0.763

## ii
This record from the OMol25 dataset describes a cluster of 2 separate species, CH6N2OS in total. The level of theory is wB97M-V/def2-TZVPD.

Computed properties:
**SMILES**: C=N.NSO
**Spin multiplicity**: 1
**Charge**: 0
**Highest occupied orbital energy**: -8.33 eV

Geometry (Å):
C -2.03421 0.83868 1.46813
N -2.17188 0.36855 0.30154
H -2.04152 1.93305 1.73995
H -1.85724 0.32714 2.42110
H -2.43987 1.10241 -0.44024
N 2.83023 -0.48987 -1.15004
S 1.48182 0.03835 -0.44533
O 0.44593 -1.27778 -0.36365
H 2.90951 -0.76665 -2.23477
H 3.28663 -1.09819 -0.55906
H -0.40940 -0.97569 -0.73762

Here are the Mulliken charges for atoms 1 to 8, given in e: -0.159, -0.511, 0.189, 0.254, 0.237, -0.464, 0.080, -0.467

Which of them is most stable? Easy: ii.

## i
This record from the OMol25 dataset describes a structure of composition C2H3N3S. The level of theory is wB97M-V/def2-TZVPD.

Computed properties:
**Spin multiplicity**: 1
**Charge**: 0
**Highest occupied orbital energy**: -8.58 eV

Geometry (Å):
C -0.79172 -0.86108 -0.01272
C 0.79318 1.23404 0.42978
H 0.62827 -1.37602 -1.30764
H -1.16000 -1.84242 -0.15006
H 1.52134 1.79502 0.99515
N 0.26725 -0.57087 -0.90525
N -1.51348 -0.17641 0.77000
N 1.23654 0.32396 -0.38872
S -0.98138 1.47377 0.56945

Here are the Mulliken charges for atoms 1 to 8, given in e: 0.101, -0.124, 0.297, 0.320, 0.431, -0.105, -0.380, -0.436

## ii
This record from the OMol25 dataset describes a cluster of 3 separate species, C2H3N3S in total. The level of theory is wB97M-V/def2-TZVPD.

Computed properties:
**Spin multiplicity**: 1
**Charge**: 0
**Highest occupied orbital energy**: -8.49 eV

Geometry (Å):
C -0.14090 -0.85750 0.15109
C -1.55967 -0.58597 -0.13138
N -2.56182 0.13452 0.04798
N 1.08604 -0.55203 0.19292
N 2.18560 -0.46855 0.43544
S -0.95868 -2.06852 -0.93540
H 3.02728 2.46375 0.54315
H -3.36076 -0.16859 -0.46638
H 2.28292 2.10288 0.16259

Here are the Mulliken charges for atoms 1 to 8, given in e: 0.330, 0.168, -0.550, 0.583, -0.675, -0.146, 0.148, 0.286

## iii
This record from the OMol25 dataset describes the molecule C2H3N3S. The level of theory is wB97M-V/def2-TZVPD.

Computed properties:
**SMILES**: Sn1cnnc1
**Spin multiplicity**: 1
**Charge**: 0
**Highest occupied orbital energy**: -9.96 eV

Geometry (Å):
S 2.05637 -0.00271 -0.20828
N 0.35698 -0.00128 -0.13242
C -0.49402 -1.08102 -0.13135
N -1.72590 -0.68578 -0.11368
N -1.73097 0.68290 -0.12219
C -0.49526 1.07475 -0.13041
H 2.30385 -0.00130 1.12071
H -0.15043 -2.09703 -0.14905
H -0.12063 2.11147 -0.13333

Here are the Mulliken charges for atoms 1 to 8, given in e: -0.118, -0.091, 0.020, -0.388, -0.396, 0.051, 0.157, 0.398

## iv
This record from the OMol25 dataset describes the molecule C2H3N3S. The level of theory is wB97M-V/def2-TZVPD.

Computed properties:
**SMILES**: Sn1cnnc1
**Spin multiplicity**: 1
**Charge**: 0
**Highest occupied orbital energy**: -9.81 eV

Geometry (Å):
S 2.03450 0.00984 -0.19594
N 0.35612 -0.04574 -0.13214
C -0.52688 -1.09548 -0.09580
N -1.74088 -0.63751 -0.11010
N -1.72241 0.70449 -0.11848
C -0.45146 1.07318 -0.11941
H 2.27613 -0.02244 1.07469
H -0.12157 -2.05417 -0.20660
H -0.10354 2.06784 -0.09622

Here are the Mulliken charges for atoms 1 to 8, given in e: -0.111, -0.090, 0.005, -0.387, -0.388, -0.003, 0.141, 0.412

Which of them is most stable? Easy: iii.